# 1
117
Properties=species:S:1:pos:R:3:forces:R:3:mulliken_charge:R:1 method="wB97M-V/def2-TZVPD" gap_ha=0.221 total_charge=-1
Rb -0.038 0.390 -0.344 -0.01 0.09 0.15 0.619
C -4.016 3.713 -0.912 -0.12 0.13 -0.06 -1.503
C -2.559 3.493 -0.656 0.07 -0.02 0.14 0.395
N -1.700 3.081 -1.511 -0.32 0.15 0.28 -0.201
N -2.252 2.662 -2.713 0.07 -0.09 -0.20 0.104
C -1.493 2.698 -3.835 0.01 -0.29 -0.13 0.134
N -1.780 1.695 -4.726 -0.19 0.16 0.11 -0.468
S -0.378 3.879 -4.141 0.13 0.09 -0.04 -0.370
C -2.070 3.602 0.758 -0.17 -0.06 -0.22 0.494
C -2.740 4.317 1.751 0.19 -0.14 -0.01 -0.586
C -2.340 4.143 3.070 0.12 -0.13 0.05 -0.888
C -1.314 3.256 3.361 -0.19 0.18 -0.24 -0.352
C -0.681 2.629 2.293 0.21 -0.04 0.33 -0.120
N -1.034 2.811 1.033 -0.15 -0.15 0.12 0.077
H -4.222 3.828 -1.976 0.06 -0.02 0.07 0.426
H -4.364 4.610 -0.400 0.04 0.03 0.02 0.493
H -4.582 2.861 -0.529 0.02 0.02 -0.06 0.205
H -2.995 1.974 -2.635 0.10 -0.04 0.06 0.227
H -1.940 0.781 -4.325 0.05 -0.01 0.01 0.232
H -1.186 1.699 -5.538 0.05 0.00 0.02 0.267
H -3.569 4.969 1.525 -0.03 0.02 -0.09 0.299
H -2.854 4.672 3.864 0.00 0.00 0.01 0.405
H -1.024 3.031 4.377 0.02 0.04 0.03 0.223
H 0.120 1.914 2.466 0.09 0.09 0.03 0.503
O 2.019 1.937 -0.218 0.39 0.55 -0.22 -0.330
S 2.260 2.624 -1.523 -0.09 0.07 0.28 0.449
C 3.608 3.755 -1.189 0.05 -0.06 0.01 0.344
C 3.878 4.786 -2.070 0.11 0.10 0.02 -0.373
C 4.915 5.659 -1.780 0.01 0.02 -0.02 -0.578
C 5.652 5.498 -0.616 0.05 0.06 -0.01 -0.467
C 5.356 4.469 0.264 -0.05 -0.13 0.11 -0.771
C 4.323 3.585 -0.014 0.02 0.10 -0.13 -0.415
C 3.179 1.439 -2.499 0.02 0.19 -0.10 0.735
C 3.203 1.578 -3.877 0.01 -0.17 0.00 -0.425
C 3.866 0.620 -4.630 -0.05 0.10 0.01 -0.652
C 4.475 -0.455 -3.997 0.04 -0.03 -0.12 -0.634
C 4.426 -0.578 -2.617 0.03 -0.05 0.14 -0.590
C 3.771 0.374 -1.849 0.08 -0.08 -0.08 -0.457
H 3.284 4.919 -2.964 -0.09 -0.03 -0.07 0.409
H 5.140 6.472 -2.457 0.01 0.04 -0.03 0.389
H 6.457 6.184 -0.387 0.02 0.03 -0.01 0.369
H 5.924 4.348 1.177 0.03 0.02 0.02 0.421
H 4.054 2.779 0.656 -0.03 -0.08 0.07 0.500
H 2.671 2.391 -4.353 -0.03 0.07 -0.02 0.347
H 3.889 0.707 -5.708 0.01 -0.02 -0.03 0.389
H 4.989 -1.204 -4.587 0.01 -0.02 0.00 0.420
H 4.892 -1.425 -2.129 0.02 -0.03 0.01 0.504
H 3.695 0.290 -0.770 -0.04 -0.01 0.09 0.548
C -5.525 -2.665 -1.006 -0.04 -0.11 -0.15 -1.181
C -6.011 -1.727 0.084 -0.02 0.19 0.19 -1.431
C -4.871 -1.139 0.941 -0.07 0.01 -0.04 2.858
C -5.457 -0.241 2.044 -0.07 -0.03 -0.15 -1.613
C -4.391 0.400 2.915 0.07 0.10 0.11 -1.003
C -4.155 -2.299 1.608 -0.04 -0.01 0.12 -0.186
O -4.713 -3.050 2.387 -0.02 0.04 -0.04 -0.721
N -2.844 -2.462 1.281 -0.13 -0.08 -0.08 0.276
C -2.154 -1.711 0.320 0.02 0.11 0.10 0.114
O -1.003 -2.069 0.060 -0.12 -0.57 0.14 -1.051
N -2.711 -0.628 -0.240 0.05 -0.12 -0.23 0.351
C -3.975 -0.282 0.026 -0.17 0.11 0.10 -0.660
O -4.477 0.733 -0.466 -0.09 -0.18 -0.03 -0.788
H -6.355 -2.982 -1.639 -0.01 -0.02 -0.01 0.508
H -5.071 -3.565 -0.588 0.03 -0.03 0.04 0.255
H -4.785 -2.183 -1.646 0.02 0.04 -0.03 0.228
H -6.698 -2.246 0.758 0.03 -0.01 -0.03 0.446
H -6.544 -0.879 -0.353 0.02 -0.01 -0.01 0.422
H -6.132 -0.853 2.647 0.02 0.02 0.00 0.482
H -6.046 0.530 1.542 0.01 -0.02 0.03 0.417
H -3.815 -0.344 3.468 0.02 -0.04 0.00 0.306
H -4.839 1.074 3.647 -0.01 0.00 0.02 0.533
H -3.690 0.988 2.319 0.02 0.03 -0.03 0.027
H -2.345 -3.241 1.687 0.02 0.04 0.01 0.254
N 0.488 -0.394 -3.162 -0.11 0.29 -0.09 -0.642
C 0.707 -1.531 -3.153 -0.09 0.09 -0.02 0.215
N 0.938 -2.819 -3.146 0.02 -0.22 0.07 0.537
C 0.129 -3.713 -2.319 0.04 -0.02 0.11 0.486
C -0.868 -4.499 -3.187 -0.01 -0.08 0.06 -0.600
C -0.428 -4.499 -4.651 -0.11 0.02 -0.12 -0.739
C 1.082 -4.663 -4.743 0.13 -0.08 -0.06 -0.695
C 1.776 -3.422 -4.173 0.28 0.15 -0.05 -0.736
H -0.363 -3.114 -1.554 0.03 -0.09 -0.05 -0.534
H 0.816 -4.382 -1.796 0.00 -0.01 -0.04 0.276
H -1.874 -4.087 -3.088 0.01 0.04 -0.02 0.251
H -0.912 -5.528 -2.820 -0.03 0.01 -0.01 0.385
H -0.708 -3.553 -5.124 -0.01 0.00 0.01 0.264
H -0.941 -5.285 -5.207 0.00 -0.03 0.02 0.434
H 1.408 -4.817 -5.774 0.00 0.02 0.01 0.424
H 1.392 -5.550 -4.186 -0.04 -0.02 0.03 0.329
H 1.941 -2.666 -4.947 -0.04 -0.12 0.05 0.482
H 2.754 -3.670 -3.744 -0.04 -0.02 -0.06 0.161
C -0.839 0.567 6.698 0.08 -0.02 -0.01 -1.264
As 0.240 0.233 5.070 -0.01 -0.01 -0.04 0.424
C 1.525 1.698 5.335 -0.05 -0.07 0.06 -1.060
C 1.364 -1.165 5.856 -0.12 0.08 -0.01 -1.059
S 2.686 -0.258 2.404 -0.03 0.04 -0.08 -0.486
H -0.211 0.837 7.548 0.02 0.00 0.03 0.373
H -1.393 -0.340 6.940 -0.03 -0.01 0.01 0.371
H -1.559 1.364 6.515 -0.02 0.04 0.00 0.313
H 1.964 1.629 6.332 0.00 0.01 0.00 0.463
H 1.038 2.666 5.227 -0.01 0.05 -0.02 0.368
H 2.303 1.596 4.580 0.03 -0.01 -0.03 0.224
H 1.726 -0.848 6.834 0.02 -0.02 0.02 0.422
H 2.195 -1.329 5.173 0.05 -0.02 -0.01 0.125
H 0.781 -2.081 5.956 0.04 -0.03 0.01 0.358
C 1.962 -3.473 2.938 0.15 0.09 -0.09 -1.101
Si 3.009 -2.235 1.926 -0.09 -0.04 0.04 0.375
C 2.569 -2.622 0.125 0.01 -0.07 0.06 0.500
C 4.817 -2.775 2.134 -0.16 0.11 0.02 -1.215
H 2.578 -4.207 3.458 0.08 -0.06 0.06 0.369
H 1.278 -4.019 2.290 -0.10 -0.06 -0.11 0.370
H 1.366 -2.947 3.680 -0.08 0.06 0.07 0.124
H 2.761 -3.672 -0.116 -0.01 -0.10 -0.02 0.431
H 3.134 -2.007 -0.571 0.06 0.09 -0.07 -0.775
H 1.506 -2.425 -0.024 -0.08 -0.01 -0.03 -0.410
H 4.969 -3.815 1.847 0.02 -0.15 -0.05 0.333
H 5.124 -2.656 3.173 0.03 0.01 0.11 0.279
H 5.466 -2.143 1.528 0.07 0.05 -0.08 0.262

***

# 2
110
Properties=species:S:1:pos:R:3:forces:R:3:mulliken_spin:R:1 method="wB97M-V/def2-TZVPD" gap_ha="0.265 / 0.232" total_charge=+2 spin_multiplicity=5
Pd -0.405 -1.097 0.199 -0.12 -0.09 0.14 1.397
C 1.121 1.596 5.000 -0.02 -0.03 0.02 0.001
C 0.863 1.896 3.670 -0.03 0.00 0.04 0.001
C 0.349 0.918 2.836 -0.12 0.01 -0.07 0.068
C 0.078 -0.348 3.340 0.02 0.23 0.03 -0.049
C 0.324 -0.653 4.677 -0.01 -0.15 -0.04 0.006
C 0.852 0.323 5.500 0.02 0.08 -0.03 0.000
N -0.450 -1.294 2.425 0.03 0.05 -0.03 0.085
N -0.967 -2.310 2.901 0.06 0.00 -0.09 0.021
C -1.428 -3.255 1.954 -0.04 -0.20 -0.06 -0.002
C -1.991 -4.414 2.446 -0.02 -0.03 0.12 -0.001
C -2.411 -5.386 1.546 0.01 0.01 0.04 -0.004
C -2.241 -5.161 0.194 0.06 0.11 -0.06 0.004
C -1.670 -3.961 -0.220 -0.10 -0.16 -0.03 -0.005
N -1.285 -3.031 0.641 0.06 0.22 0.12 0.166
H 1.530 2.354 5.654 0.00 0.00 0.00 0.000
H 1.064 2.887 3.285 0.00 0.00 0.01 0.000
H 0.122 1.138 1.799 0.00 0.00 0.04 -0.049
H 0.115 -1.646 5.048 0.01 0.01 0.02 0.002
H 1.057 0.095 6.537 0.00 0.00 0.01 0.000
H -2.081 -4.534 3.516 -0.02 -0.03 -0.01 0.001
H -2.857 -6.305 1.899 0.00 0.00 0.02 0.000
H -2.542 -5.893 -0.541 0.00 0.01 -0.01 0.001
H -1.524 -3.744 -1.269 -0.01 0.00 0.00 0.003
C -6.056 3.384 -3.314 0.02 -0.01 0.00 0.039
C -4.519 3.455 -3.394 -0.02 0.02 0.00 0.029
C -4.050 4.878 -3.037 0.00 -0.02 0.00 0.034
C -4.085 3.138 -4.825 0.00 0.01 0.00 0.009
C -3.938 2.486 -2.385 0.03 -0.06 0.03 0.003
C -3.119 1.397 -2.775 -0.07 0.10 0.05 0.160
C -2.620 0.582 -1.817 0.03 -0.12 0.19 0.087
Br -1.561 -0.915 -2.340 0.03 0.18 0.04 0.087
C -2.869 0.754 -0.393 0.00 0.02 -0.19 0.202
O -2.320 0.001 0.448 0.13 -0.02 0.03 0.362
C -3.758 1.845 -0.008 0.05 -0.11 0.00 0.072
C -4.223 2.652 -1.016 -0.01 0.01 -0.10 -0.015
C -4.182 2.157 1.431 0.04 -0.03 -0.02 0.043
C -5.720 2.116 1.492 -0.01 0.01 0.00 0.022
C -3.654 1.203 2.508 -0.02 0.02 -0.01 -0.012
C -3.690 3.573 1.780 0.00 0.00 0.00 0.025
H -6.483 4.091 -4.025 0.00 0.00 0.00 0.003
H -6.428 3.643 -2.322 0.00 0.01 0.00 -0.002
H -6.418 2.387 -3.567 0.00 0.00 0.00 -0.001
H -4.451 5.579 -3.769 0.00 0.00 0.00 0.002
H -2.961 4.951 -3.058 0.00 0.00 0.00 -0.001
H -4.398 5.191 -2.053 0.00 0.01 0.00 -0.001
H -4.524 3.872 -5.500 0.00 -0.01 0.00 0.000
H -4.429 2.154 -5.149 0.00 0.00 0.00 -0.001
H -3.001 3.193 -4.945 0.00 0.00 0.00 -0.002
H -2.898 1.215 -3.817 -0.01 0.02 -0.01 0.000
H -4.863 3.479 -0.741 0.00 0.01 -0.03 0.002
H -6.093 1.119 1.250 0.00 0.00 0.00 -0.003
H -6.185 2.828 0.812 0.00 0.00 0.01 0.000
H -6.044 2.363 2.503 -0.01 0.00 0.00 0.001
H -3.972 0.174 2.342 0.00 0.00 -0.01 0.002
H -4.060 1.529 3.466 0.00 -0.01 0.00 0.000
H -2.568 1.223 2.580 0.01 0.00 0.01 0.004
H -4.108 4.333 1.121 0.00 0.00 0.00 0.000
H -2.601 3.632 1.723 0.00 0.00 0.01 -0.004
H -3.989 3.816 2.800 0.00 0.01 0.00 0.000
N 1.500 -1.815 -0.005 -0.35 -0.12 -0.09 0.971
P 2.903 -1.145 -0.454 0.39 0.15 0.14 -0.050
N 2.926 0.428 -0.936 -0.08 0.22 0.03 -0.029
C 2.334 1.493 -0.116 0.00 -0.07 -0.05 0.007
C 0.954 1.895 -0.632 0.15 0.01 0.18 0.004
C 0.988 2.223 -2.122 -0.04 0.02 0.02 0.009
C 1.697 1.149 -2.941 0.01 -0.01 0.02 0.002
C 3.059 0.826 -2.344 -0.02 -0.06 0.00 -0.002
N 3.856 -1.241 0.872 -0.05 -0.01 0.09 0.198
C 4.607 -0.161 1.520 0.01 -0.04 0.01 -0.004
C 4.077 0.092 2.928 -0.02 -0.01 -0.03 -0.007
C 4.076 -1.194 3.752 0.00 -0.02 0.00 0.006
C 3.343 -2.318 3.022 0.01 0.01 -0.02 -0.029
C 3.917 -2.508 1.625 0.01 0.06 0.01 0.023
N 3.505 -2.045 -1.662 -0.05 -0.14 -0.10 0.017
C 4.932 -2.038 -2.008 -0.01 -0.06 -0.01 0.004
C 5.465 -3.464 -2.051 -0.02 0.01 -0.01 0.001
C 4.629 -4.322 -2.997 0.00 0.00 0.01 0.000
C 3.152 -4.280 -2.611 0.02 0.02 -0.01 0.010
C 2.653 -2.842 -2.551 0.07 -0.04 0.00 0.054
H 3.004 2.359 -0.153 0.01 0.01 0.03 0.002
H 2.282 1.169 0.924 0.02 -0.02 -0.03 0.002
H 0.578 2.750 -0.063 0.04 0.01 0.01 -0.001
H 0.258 1.072 -0.399 -0.12 -0.08 -0.28 0.041
H 1.534 3.165 -2.237 -0.03 0.02 -0.02 0.001
H -0.022 2.400 -2.499 0.01 -0.01 0.01 -0.002
H 1.817 1.483 -3.972 -0.01 -0.01 -0.01 0.000
H 1.103 0.230 -2.962 0.00 0.00 -0.01 0.000
H 3.710 1.705 -2.381 0.01 0.01 0.00 0.001
H 3.548 0.033 -2.902 0.01 0.02 0.01 0.001
H 4.576 0.731 0.901 0.00 0.00 -0.01 0.001
H 5.654 -0.479 1.578 0.00 0.00 -0.03 0.002
H 3.055 0.481 2.864 0.05 -0.02 0.01 0.007
H 4.688 0.857 3.410 0.00 0.01 0.00 -0.002
H 3.622 -1.014 4.728 0.01 0.00 0.00 0.001
H 5.109 -1.504 3.938 0.00 0.00 0.01 0.001
H 2.279 -2.074 2.927 0.03 -0.03 0.00 0.015
H 3.421 -3.253 3.579 0.00 -0.01 0.00 0.000
H 3.384 -3.278 1.072 -0.01 -0.01 -0.01 -0.011
H 4.970 -2.802 1.694 0.00 -0.01 -0.03 0.003
H 5.472 -1.436 -1.277 0.00 0.01 0.01 0.000
H 5.065 -1.565 -2.989 0.00 0.01 0.00 -0.001
H 5.434 -3.886 -1.043 0.01 0.01 0.00 0.000
H 6.509 -3.447 -2.369 0.00 0.00 0.01 0.000
H 4.990 -5.351 -2.992 0.00 0.00 -0.01 0.000
H 4.746 -3.952 -4.021 0.00 0.00 0.00 0.000
H 3.013 -4.740 -1.628 -0.01 0.00 0.00 -0.001
H 2.552 -4.842 -3.328 -0.01 0.00 0.01 0.000
H 1.628 -2.800 -2.180 -0.01 0.00 0.01 -0.034
H 2.666 -2.399 -3.555 0.00 0.02 0.00 0.000

***

Which energy relative to the best compared isomer or geometry (same formula, charge and spin) belongs to each record? In order, 0.000 0.121 eV.
Which total energy belongs to each record? In order, -164431.43233 -137713.18149 eV.